One molecule with the formula C4H6O2 in a non-equilibrium geometry. Source: the Open Molecules 2025 dataset; level of theory: wB97M-V/def2-TZVPD.

Structure (XYZ):
```
12
Properties=species:S:1:pos:R:3:lowdin_charge:R:1
O 0.03365 -2.25821 0.11443 0.06
C -0.47792 -1.59923 -0.75719 -0.25
C -0.66484 -0.10990 -0.67220 -0.11
C -0.15055 0.52917 0.57783 -0.34
C 1.20806 0.96085 0.79892 -0.11
O 0.18513 1.90538 0.49994 -0.04
H -0.84785 -2.07030 -1.69411 0.12
H -1.72367 0.17198 -0.56037 0.13
H -0.32588 0.36036 -1.60449 0.13
H -0.75122 0.29924 1.46728 0.15
H 1.57494 0.98966 1.81901 0.11
H 1.94014 0.82100 0.01094 0.12
```

Results
charge: 0
SMILES: O=CC[C@H]1CO1
ΔE to the lowest compared entry with this formula, charge and spin: 2.103 eV
E_tot: -8338.358 eV
LUMO energy: 1.0 eV